1.
An isolated ion of composition C10H13ClFN2 and charge +1 in a non-equilibrium geometry. Source: the Open Molecules 2025 dataset; level of theory: ωB97M-V with the def2-TZVPD basis set.

Properties
Relative energy (zero: lowest compared OMol25 entry of this formula, charge and spin): 0.0 kcal per mole
Total energy: -1058.0684 a.u.
Kohn-Sham gap: 0.3481 hartree
SMILES string: FC1=CN=CC[C@@]1(Cl)[C@H]1CC=CC[NH2+]1

The geometry in ORCA input format:
```
! wB97M-V def2-TZVPD RIJCOSX def2/J DEFGRID3
* xyz 1 1
F -2.20789 -1.17565 2.21278
C -2.43576 -0.28827 1.17279
C -3.19538 0.80648 1.21465
N -3.15558 1.73383 0.28143
C -2.79772 1.46741 -0.92731
C -2.22142 0.13132 -1.32307
C -1.55615 -0.66965 -0.19730
Cl -1.73352 -2.43133 -0.49169
C -0.01867 -0.39384 -0.13108
C 0.33867 0.89656 0.62950
C 1.86604 1.04932 0.46671
C 2.67533 0.01157 0.23220
C 2.20607 -1.39238 -0.14365
N 0.80770 -1.49128 0.37493
H -3.78634 1.08674 2.08989
H -2.74744 2.12863 -1.77707
H -3.00307 -0.43011 -1.81985
H -1.48670 0.39068 -2.02282
H 0.26658 -0.22645 -1.24991
H 0.07024 0.91502 1.65951
H -0.16468 1.77778 0.34978
H 2.30343 1.97699 0.73496
H 3.80685 0.04403 0.13993
H 2.25849 -1.38646 -1.18141
H 2.82708 -2.21099 0.26036
H 0.56224 -2.46074 0.10893
H 0.95393 -1.65068 1.42607
*
```


2.
C3H4BClCrF8N2O15S4 as an isolated structure in a non-equilibrium geometry. Source: the Open Molecules 2025 dataset; level of theory: ωB97M-V with the def2-TZVPD basis set.

Properties
Total energy: -5275.9809 a.u.
<S²>: 6.01
Kohn-Sham gap (alpha / beta): 0.2456 / 0.2741 hartree

The geometry in ORCA input format:
```
! wB97M-V def2-TZVPD RIJCOSX def2/J DEFGRID3
* xyz -2 5
Cr 35.95241 2.21724 20.16018
Cl 33.38504 0.17745 18.84999
O 34.00751 1.44189 19.11965
O 34.45682 -0.76365 18.92562
O 32.48440 -0.24543 19.90135
O 32.85761 0.17617 17.49368
N 35.40340 4.04205 20.03297
S 36.07227 5.34458 19.38242
O 36.58762 6.29310 20.31256
O 35.68862 5.71846 18.02148
F 37.40178 4.55112 19.08479
S 34.15231 5.06517 20.71648
O 33.35365 5.85582 19.74679
O 34.35160 5.58113 22.07292
F 33.14465 3.82876 21.10533
N 37.13680 1.57182 18.76476
S 37.25935 1.57953 17.19147
O 36.59945 0.45386 16.53733
O 38.28181 2.38577 16.52365
F 36.10346 2.61446 17.05188
S 38.67104 0.66823 18.80122
O 39.82926 1.50605 18.86926
O 38.79020 -0.69464 18.25738
F 38.47785 0.17275 20.33813
B 35.14941 0.85007 22.24474
F 34.95021 2.21040 22.04407
F 35.79046 0.67007 23.38585
F 34.08118 0.10811 22.41281
F 35.96291 0.48977 21.21236
C 39.67692 3.79613 24.06933
C 40.04724 2.36208 23.67938
O 39.39639 2.14444 22.45711
C 38.32432 2.94086 22.42033
O 37.47450 2.94174 21.52292
O 38.37393 3.77655 23.48781
H 40.34163 4.55996 23.66582
H 39.70462 3.85759 25.15724
H 39.63428 1.70981 24.44886
H 41.12172 2.21880 23.56517
*
```


3.
One molecule with the formula C5H5N. Source: the Open Molecules 2025 dataset; level of theory: ωB97M-V with the def2-TZVPD basis set.

Properties
Relative energy (zero: lowest compared OMol25 entry of this formula, charge and spin): 75.7 kcal per mole
Total energy: -248.1545 a.u.
Kohn-Sham gap (alpha / beta): 0.3068 / 0.3068 hartree
SMILES string: C1=CCC=CN=1

The geometry in ORCA input format:
```
! wB97M-V def2-TZVPD RIJCOSX def2/J DEFGRID3
* xyz 0 1
C -0.79770 -1.28829 -0.39386
C -1.42499 -0.12748 -0.44440
C -0.53454 0.80306 0.37873
C 0.93964 0.45271 0.11194
C 1.30272 -0.81009 -0.15588
N 0.26558 -1.80589 -0.02294
H -2.29491 0.17980 -1.00248
H -0.74457 1.84659 0.11445
H -0.73203 0.68807 1.45053
H 1.69925 1.22148 0.23292
H 2.32156 -1.15997 -0.26899
*
```


4.
One molecule with the formula C21H12ClFN2O4S. Source: the Open Molecules 2025 dataset; level of theory: ωB97M-V with the def2-TZVPD basis set.

Properties
Total energy: -2176.1752 a.u.
Kohn-Sham gap: 0.2763 hartree
SMILES string: O=C1NN(c2ccc(F)c(Cl)c2)C(=O)/C1=C\c1cccc(OC(=O)c2cccs2)c1

The geometry in ORCA input format:
```
! wB97M-V def2-TZVPD RIJCOSX def2/J DEFGRID3
* xyz 0 1
O -2.50716 -4.42185 -0.58758
C -2.36957 -3.23211 -0.42533
N -3.36547 -2.30027 -0.52805
N -2.91018 -1.03533 -0.14405
C -3.74994 0.07350 -0.21247
C -4.91522 0.02866 -0.97976
C -5.75607 1.12376 -1.02405
C -5.43857 2.26660 -0.31398
F -6.26849 3.32139 -0.36669
C -4.27298 2.32937 0.44346
Cl -3.88104 3.75897 1.31878
C -3.43332 1.23080 0.49900
C -1.54732 -1.06635 0.09567
O -0.89766 -0.09830 0.42885
C -1.13830 -2.46710 -0.11381
C 0.03935 -3.12813 -0.04153
C 1.39019 -2.69496 0.20266
C 2.36307 -3.68062 0.42514
C 3.67611 -3.33224 0.66700
C 4.05887 -2.00097 0.65782
C 3.10404 -1.02034 0.41512
O 3.51884 0.30009 0.44522
C 3.13153 1.13276 -0.55470
O 2.53874 0.77816 -1.54092
C 3.56524 2.49591 -0.28434
C 4.22640 2.99804 0.80845
C 4.46491 4.37716 0.70415
C 3.98310 4.90023 -0.45981
S 3.22963 3.72766 -1.45189
C 1.77740 -1.35195 0.20323
H -4.34661 -2.51530 -0.42930
H -5.15785 -0.84336 -1.56565
H -6.65903 1.10615 -1.61298
H -2.52648 1.27901 1.07725
H -0.06729 -4.19869 -0.20542
H 2.07487 -4.72130 0.41775
H 4.41411 -4.09813 0.85108
H 5.08330 -1.71120 0.83241
H 4.52011 2.38878 1.64344
H 4.96918 4.95759 1.45554
H 4.03053 5.91949 -0.78940
H 1.04903 -0.57561 0.03968
*
```